2 unconnected molecules or ions with the total composition BrNO3 at a distorted geometry, computed with ωB97M-V with the def2-TZVPD basis set.

Geometry as XYZ:
```
5
Properties=species:S:1:pos:R:3:forces:R:3:lowdin_charge:R:1
N 0.03287 0.62921 0.57074 1.89 -3.67 0.49 -0.624
O -0.06213 0.09911 -0.59347 -0.61 1.06 -0.24 -0.184
O 0.38647 1.77780 0.71498 -0.51 1.49 -0.32 -0.025
O 0.00925 -0.17151 1.54471 -0.80 0.83 -0.27 -0.083
Br -0.36648 -2.33460 -2.23698 0.03 0.29 0.34 -0.084
```
Positions in Å, forces in eV/Å.

Summary:
⟨S²⟩	0.7545
total charge	-1
multiplicity	2
HOMO (alpha / beta)	-5.017 / -4.518	eV
Kohn-Sham gap (alpha / beta)	8.790 / 5.124	eV